Computed, not measured: a cluster of 9 separate species, C48H114F9N6O18 in total in a non-equilibrium geometry, with ωB97M-V/def2-TZVPD.

Summary:
spin multiplicity: 2
LUMO level (spin up / spin down): -6.938 / -10.226 eV
HOMO-LUMO gap (spin up / spin down): 6.063 / 2.774 eV
charge: +4
max |F|: 5.3 eV/A

XYZ file:
```
195
Properties=species:S:1:pos:R:3:forces:R:3
C -0.53528 -1.18975 -0.67304 2.85 3.97 -1.25
O 0.20018 -0.72982 0.50449 -1.32 -0.51 1.28
O 0.27857 -0.79210 -1.72845 -0.64 -2.20 0.67
C -1.04753 -2.60536 -0.61858 -1.15 0.46 0.32
F -0.16708 -3.64456 -0.72955 -1.24 1.00 0.06
F -1.84183 -2.76693 0.50077 1.17 -0.61 -0.03
F -1.99173 -2.60948 -1.59654 0.67 -1.36 -0.59
C -0.48512 -0.16709 1.69527 2.48 -0.11 0.05
C -0.26749 1.36288 1.78690 -0.22 -0.84 -0.93
H -0.65564 1.86971 0.90340 -0.43 0.28 0.29
H -0.64947 1.72465 2.74153 -0.27 0.23 -0.18
H 0.80635 1.54931 1.77215 0.07 -0.10 0.07
H 0.19197 -0.49488 2.48407 -0.11 -0.51 0.28
H -1.43997 -0.59202 2.00476 -0.38 0.23 -0.88
H -1.44093 -0.58710 -0.74166 -0.66 -0.08 0.40
C -3.39613 3.06923 -4.11517 2.38 3.39 -1.18
O -3.01457 3.42631 -2.75819 -1.36 -1.34 1.76
O -2.27096 3.49803 -4.85614 -1.80 -2.48 1.57
C -3.95559 1.63346 -4.18065 0.78 2.48 -0.21
F -4.18507 1.24857 -5.39112 1.96 -1.21 -3.44
F -3.22799 0.84216 -3.44303 2.66 -2.45 0.54
F -5.13612 1.43924 -3.70738 -4.16 0.88 3.11
C -4.02125 3.43434 -1.70848 1.00 2.15 0.12
C -3.27403 3.84108 -0.42285 -0.77 -1.58 -0.04
H -3.08387 2.86296 0.01898 0.81 0.19 0.64
H -2.36270 4.41936 -0.57507 -0.21 0.01 -0.02
H -3.98091 4.34909 0.23316 0.23 0.22 0.10
H -4.62470 2.54871 -1.50948 0.39 -0.43 -0.51
H -4.72809 4.25793 -1.80937 -0.27 -0.03 -1.05
H -4.23836 3.72951 -4.32199 -0.60 -0.02 -0.35
C 5.19211 2.76284 3.70279 0.02 0.68 -0.13
O 6.02412 3.68507 3.06853 -0.86 0.04 0.14
O 4.66684 3.36223 4.89012 0.27 -1.41 -2.41
C 4.11305 2.14036 2.63278 -1.37 2.56 -0.13
F 3.35599 3.07451 2.00999 0.46 1.51 0.17
F 4.67766 1.51155 1.62992 1.47 -0.97 -0.10
F 3.15918 1.37586 3.13296 0.36 -1.36 1.52
C 7.41085 3.41003 2.75665 1.04 -0.68 -0.20
C 8.24316 4.65878 2.47959 -1.24 0.54 -0.87
H 7.81944 5.48486 3.05070 0.55 0.01 0.38
H 9.31256 4.49943 2.61782 -0.23 -0.05 0.49
H 8.14411 4.98711 1.44495 -0.14 -0.10 -0.13
H 7.41128 2.75863 1.88271 0.07 -0.15 0.02
H 7.96312 2.92033 3.55870 -0.71 -0.41 0.41
H 5.71698 1.84807 3.97813 0.30 -0.21 0.72
C 4.93534 2.91874 -1.64980 0.08 4.10 -0.48
O 4.27765 1.79224 -1.95584 -1.29 -3.74 -0.40
C 5.08593 0.62700 -1.92565 0.76 -0.35 0.75
C 4.25023 -0.70658 -2.00491 -0.92 2.34 0.33
N 3.19187 -0.65944 -0.83894 3.39 -0.87 0.25
H 3.08279 0.33039 -0.67032 -0.43 0.47 0.08
H 2.29808 -1.04065 -1.11451 -1.34 -0.14 -0.57
C 3.60772 -1.34494 0.49095 -1.72 -0.29 -0.57
C 3.27821 -2.85248 0.44244 1.38 0.93 -0.21
O 3.91858 -3.40578 -0.68117 -0.88 -0.12 -0.08
C 3.59052 -4.78899 -0.85646 0.62 0.86 -0.67
H 5.24076 3.52740 -2.50089 0.56 -0.62 -0.94
H 5.82797 2.92684 -1.02430 -0.33 -0.66 0.64
H 4.14479 3.60994 -1.35760 0.17 0.10 1.20
H 5.66588 0.72174 -1.00761 0.03 -0.58 0.53
H 5.87537 0.72638 -2.67063 -0.22 -0.60 -0.64
H 4.77563 -1.66092 -2.04063 0.01 0.36 0.33
H 3.66134 -0.55579 -2.90966 -0.20 -0.45 0.07
H 2.86497 -0.93521 1.17545 0.29 0.18 0.33
H 4.61633 -1.12752 0.84240 -0.03 0.18 -0.65
H 2.19572 -2.97859 0.46291 -0.13 -0.22 -0.20
H 3.75534 -3.30223 1.31317 -0.41 -0.03 0.52
H 4.19880 -5.03512 -1.72681 0.10 -0.68 0.35
H 2.55391 -4.94514 -1.15503 -0.27 0.18 0.27
H 3.83046 -5.33380 0.05662 0.11 -0.30 -0.19
C 0.61958 6.48105 0.72963 -1.48 0.35 -1.12
O 0.19718 5.74504 -0.44902 0.72 0.25 0.39
C 1.22997 5.59744 -1.38104 0.57 -0.57 -0.79
C 0.74352 5.17661 -2.77506 0.25 -2.22 -0.14
N -0.18991 3.93681 -2.67646 1.17 0.63 0.61
H -0.95145 4.27810 -2.10753 -0.23 -0.74 1.51
H -0.83316 3.77529 -3.43819 -0.66 0.06 -2.67
C 0.37443 2.49151 -2.40977 -0.72 0.84 -0.46
C 1.12696 1.98174 -3.65887 -0.54 0.18 0.25
O 2.29344 2.70341 -3.96739 -0.09 -0.27 -1.25
C 3.01080 2.10447 -5.11596 -0.86 0.72 1.81
H -0.38037 6.62518 1.13880 0.49 0.62 0.70
H 1.09948 7.40418 0.40465 -0.31 0.28 0.05
H 1.30353 6.06253 1.46798 0.00 -1.00 -0.33
H 1.94115 4.89411 -0.94786 0.23 -0.52 -0.29
H 1.83245 6.48644 -1.56758 -0.23 0.57 0.25
H 1.54540 4.75410 -3.38051 0.48 0.47 0.29
H 0.32679 5.97406 -3.39029 -0.69 -0.18 0.43
H -0.55682 1.92514 -2.42027 0.04 -0.21 0.33
H 0.83317 2.39598 -1.42563 0.25 0.30 -0.25
H 0.32678 1.96534 -4.39883 0.06 1.02 -0.93
H 1.33362 0.91184 -3.68544 0.31 -0.43 1.25
H 2.30250 1.74179 -5.86086 0.04 0.27 -0.17
H 3.56255 1.26455 -4.69380 0.33 -0.11 -0.23
H 3.66516 2.89619 -5.48078 -0.06 -0.35 -0.17
C -1.62543 -11.27285 -1.36158 -0.73 -0.30 0.40
O -3.00762 -10.92100 -1.16294 -1.33 1.25 0.10
C -3.63159 -11.35301 0.06414 2.26 0.85 0.40
C -4.88794 -10.54197 0.43291 0.74 0.25 -2.34
N -4.67353 -9.00369 0.21829 -0.35 -0.18 1.82
H -4.01688 -8.72028 -0.49487 0.57 -0.73 -0.63
H -5.56015 -8.55565 0.03592 -0.36 -0.41 -0.91
C -4.30747 -8.21917 1.51069 -0.78 -0.84 -0.55
C -3.44036 -7.00948 1.19062 0.20 -0.90 0.18
O -2.27755 -7.53937 0.62564 1.22 0.15 0.12
C -1.36425 -6.59113 0.04838 -0.58 0.63 -0.45
H -1.60207 -12.34663 -1.17570 0.82 0.01 -0.17
H -0.94195 -10.69697 -0.73763 -0.16 -0.18 0.59
H -1.32347 -11.00825 -2.37494 -0.55 -0.33 -0.12
H -2.89113 -11.17385 0.84371 0.18 -0.53 0.32
H -3.87281 -12.41097 -0.03895 -0.22 -0.01 0.42
H -5.30862 -10.67605 1.42948 0.30 -0.15 -0.16
H -5.52896 -10.94662 -0.35033 -0.97 0.96 0.21
H -3.87691 -8.94327 2.20235 0.35 0.33 -0.07
H -5.31186 -7.97286 1.85513 0.33 0.42 0.60
H -3.21794 -6.50286 2.12975 -0.15 0.32 0.05
H -3.92796 -6.34586 0.47650 -0.27 0.32 0.01
H -0.43232 -7.07873 -0.23774 -0.54 -0.35 -0.37
H -1.02839 -5.70016 0.57892 -0.32 -0.35 1.45
H -1.91889 -6.07956 -0.73823 0.31 -0.41 -0.90
C 5.42705 6.73076 4.55114 0.05 -1.55 0.21
O 4.10290 6.87883 4.04571 0.07 1.52 0.31
C 3.21396 7.65006 4.85197 -0.57 -1.79 0.49
C 2.77280 6.71512 6.05990 -0.90 1.13 -1.31
N 2.39076 5.29876 5.61030 -0.10 1.11 -0.84
H 3.20853 4.80066 5.28897 1.03 -0.14 0.93
H 1.95640 4.82735 6.39082 0.16 -0.31 0.38
C 1.57772 4.97930 4.37463 0.45 -2.18 -0.16
C 0.09357 5.10009 4.46076 -0.28 2.01 -0.15
O -0.13528 6.46951 4.25777 -0.60 1.15 -0.18
C -1.47245 6.86574 3.84790 0.75 -1.35 0.57
H 5.42023 6.52148 5.62083 -0.08 0.10 0.25
H 6.18981 7.49251 4.38980 -0.58 0.48 -0.47
H 5.71226 5.79111 4.07804 0.59 0.25 0.03
H 2.38893 7.92733 4.19581 -0.31 -0.46 0.16
H 3.51254 8.61215 5.26831 0.89 -0.15 0.03
H 1.87445 7.15180 6.49622 0.03 -0.10 0.14
H 3.54007 6.62718 6.82909 -0.04 -0.20 -0.19
H 1.73140 3.90165 4.31856 0.16 -0.40 0.05
H 2.15727 5.29890 3.50857 -0.64 0.86 0.03
H -0.25057 4.75795 5.43677 -0.07 0.00 0.49
H -0.48632 4.50655 3.75398 0.48 -0.29 -0.51
H -2.13677 6.62688 4.67840 -0.32 0.43 -0.05
H -1.73556 6.21610 3.01313 -0.27 0.19 -0.28
H -1.48692 7.91652 3.55852 0.15 -0.21 0.23
C -5.09414 -1.05082 -0.47992 -0.09 -0.23 0.79
O -5.87431 -1.18449 0.72073 0.25 -1.44 1.67
C -5.29140 -2.13490 1.70609 -0.85 1.76 -0.25
C -6.14227 -2.07874 3.05944 -0.14 -0.02 -1.87
N -6.77387 -0.72637 3.34907 0.31 -0.12 -2.04
H -7.51471 -0.43350 2.72818 -0.19 -0.76 -1.32
H -7.35113 -0.85163 4.16833 0.62 0.50 1.24
C -5.80298 0.45965 3.21842 -1.85 -0.38 2.41
C -4.99963 0.52377 4.48797 1.38 -0.47 -1.27
O -3.77498 -0.09048 4.05169 0.18 1.39 1.68
C -2.70975 0.40139 4.86701 1.28 -0.44 -1.10
H -4.16691 -0.58811 -0.14190 0.23 0.29 -0.75
H -5.69533 -0.48333 -1.19028 0.30 0.29 0.23
H -4.87643 -2.01075 -0.94814 0.03 -0.22 0.14
H -4.26246 -1.91407 1.99004 0.19 0.56 -0.35
H -5.24574 -3.10881 1.21873 -0.48 -0.29 0.46
H -5.52255 -2.26985 3.93553 -0.01 -0.29 -0.24
H -6.95947 -2.78972 2.93785 -0.01 0.05 0.49
H -6.46360 1.32664 3.21344 0.15 0.05 -0.71
H -5.15956 0.29879 2.35342 -0.53 0.21 0.08
H -5.34894 -0.03338 5.35726 -0.57 0.14 0.01
H -4.87064 1.57507 4.74536 0.29 -0.02 0.21
H -2.61866 1.48515 4.93972 -0.83 0.28 -0.04
H -1.84219 0.16089 4.25252 0.39 -0.46 0.62
H -2.66381 -0.01055 5.87512 -0.10 -0.28 -0.11
C -3.16123 -4.08062 -5.51579 -1.98 0.24 -0.18
O -2.04667 -3.29074 -5.74812 2.19 -1.23 -0.35
C -1.99953 -2.09711 -5.01833 -2.84 0.60 -1.26
C -0.81443 -1.26021 -5.41080 -0.09 -2.04 1.71
N 0.37083 -1.92684 -4.74052 0.86 -0.61 -0.59
H 1.12060 -1.50232 -5.26752 0.82 -0.59 -0.40
H 0.64166 -1.56221 -3.83842 -0.97 0.01 1.72
C 0.53146 -3.48484 -4.83916 2.57 0.85 -0.26
C 1.65326 -3.96575 -3.83397 -0.63 2.36 -1.35
O 2.66904 -2.93941 -3.69085 -0.68 -0.32 0.77
C 3.73227 -2.76582 -4.62205 -0.35 -1.00 -0.67
H -3.52063 -4.00109 -4.48983 0.02 0.09 0.26
H -3.12848 -5.14423 -5.75192 1.16 0.06 -0.10
H -3.95078 -3.72551 -6.17807 -0.45 0.17 0.14
H -2.22733 -2.25855 -3.96469 0.86 0.08 0.37
H -2.90073 -1.59920 -5.37610 -0.13 0.94 0.20
H -0.89268 -0.26725 -4.96808 0.01 0.13 -0.57
H -0.58429 -1.38390 -6.46903 -0.51 0.65 -0.03
H 0.96302 -3.54316 -5.83839 -0.70 -0.65 -0.22
H -0.34195 -4.11433 -4.66888 -0.12 0.85 -0.36
H 2.06394 -4.90422 -4.20641 -0.14 -0.15 0.38
H 1.03578 -3.99045 -2.93608 1.12 -0.42 0.68
H 4.65333 -3.27587 -4.33993 0.08 0.22 0.62
H 3.89058 -1.69741 -4.76885 0.09 -0.10 0.04
H 3.53195 -3.23182 -5.58683 -0.43 0.18 -0.28
```
Positions in Å, forces in eV/Å.

Atomic partial charges in e from the Löwdin method, atoms 1 to 99:
1. C -0.433
2. O -0.125
3. O -0.211
4. C -0.491
5. F 0.120
6. F 0.088
7. F 0.097
8. C -0.212
9. C -0.055
10. H 0.064
11. H 0.058
12. H 0.052
13. H 0.101
14. H 0.097
15. H 0.140
16. C -0.399
17. O -0.149
18. O -0.232
19. C -0.721
20. F 0.195
21. F 0.153
22. F 0.165
23. C -0.236
24. C -0.067
25. H 0.049
26. H 0.057
27. H 0.073
28. H 0.103
29. H 0.116
30. H 0.147
31. C -0.267
32. O -0.085
33. O 0.125
34. C -0.554
35. F 0.115
36. F 0.170
37. F 0.154
38. C -0.205
39. C -0.042
40. H 0.070
41. H 0.095
42. H 0.079
43. H 0.117
44. H 0.127
45. H 0.183
46. C -0.149
47. O -0.192
48. C -0.165
49. C -0.016
50. N 0.125
51. H 0.136
52. H 0.102
53. C -0.057
54. C -0.201
55. O -0.206
56. C -0.060
57. H 0.098
58. H 0.100
59. H 0.088
60. H 0.111
61. H 0.139
62. H 0.124
63. H 0.091
64. H 0.110
65. H 0.131
66. H 0.118
67. H 0.134
68. H 0.100
69. H 0.072
70. H 0.099
71. C -0.046
72. O -0.184
73. C -0.229
74. C -0.029
75. N 0.091
76. H 0.111
77. H 0.087
78. C -0.026
79. C -0.231
80. O -0.207
81. C -0.018
82. H 0.083
83. H 0.099
84. H 0.073
85. H 0.110
86. H 0.131
87. H 0.110
88. H 0.146
89. H 0.114
90. H 0.116
91. H 0.117
92. H 0.095
93. H 0.091
94. H 0.065
95. H 0.103
96. C -0.059
97. O -0.217
98. C -0.184
99. C -0.035